(1)
Below is C6H9N3 in the gas phase at a distorted geometry, with properties calculated with the ωB97M-V functional and the def2-TZVPD basis.

Cartesian coordinates (Å):
C 0.579 -0.254 -0.361
C 1.903 -0.431 -0.061
C -1.022 1.592 -0.309
C -1.899 0.400 -0.510
C 2.737 -1.653 -0.114
C -2.551 -0.302 0.613
N 2.338 0.780 0.337
N 1.412 1.677 0.326
N 0.316 1.066 -0.096
H -1.015 2.240 -1.193
H -1.308 2.184 0.567
H -2.103 0.074 -1.514
H 2.447 -2.260 -0.969
H 3.786 -1.387 -0.201
H 2.594 -2.240 0.795
H -2.206 0.061 1.579
H -2.372 -1.376 0.556
H -3.636 -0.170 0.554

Forces on atoms 1 to 2 (eV/Å):
-1.346 0.974 0.042
-0.726 -0.341 -0.320

Computed properties:
Total charge ... 0
Orbital gap (spin up / spin down) ... 8.9 / 7.5 eV
Energy ... -10833.200 eV
ΔE to the lowest compared entry with this formula, charge and spin ... 102.1 kcal/mol

***

(2)
Below is 11 unconnected molecules or ions with the total composition C34H93N3O14 at a distorted geometry, with properties calculated with the ωB97M-V functional and the def2-TZVPD basis.

Cartesian coordinates (Å):
C -6.237 0.798 7.092
O -4.997 1.086 6.536
C -5.027 2.079 5.504
C -3.591 2.595 5.185
N -2.789 1.489 4.693
C -1.364 1.720 4.740
C -0.941 2.939 3.855
O 0.414 2.736 3.522
C 0.886 3.485 2.419
H -6.857 1.678 7.262
H -6.138 0.277 8.044
H -6.879 0.184 6.461
H -5.638 2.943 5.765
H -5.585 1.715 4.642
H -3.173 3.001 6.106
H -3.584 3.442 4.498
H -2.966 0.727 5.331
H -0.825 0.788 4.566
H -1.144 2.061 5.752
H -1.018 3.897 4.368
H -1.470 2.953 2.902
H 0.808 4.554 2.620
H 0.423 3.156 1.488
H 1.935 3.255 2.232
C 6.350 4.750 -5.544
O 5.887 3.554 -4.959
C 4.697 3.661 -4.113
C 4.302 2.379 -3.310
N 4.121 1.319 -4.296
C 3.594 0.096 -3.663
C 4.785 -0.451 -2.859
O 6.002 -0.603 -3.636
C 7.183 -0.567 -2.829
H 6.528 5.592 -4.876
H 5.658 5.182 -6.266
H 7.288 4.565 -6.068
H 3.822 3.918 -4.710
H 4.813 4.403 -3.323
H 3.422 2.594 -2.703
H 5.160 2.079 -2.710
H 5.067 1.070 -4.545
H 3.368 -0.666 -4.409
H 2.682 0.271 -3.093
H 4.482 -1.383 -2.382
H 4.949 0.094 -1.929
H 7.369 0.435 -2.441
H 8.086 -0.803 -3.392
H 7.165 -1.209 -1.949
C -2.131 -2.058 2.825
O -1.313 -3.254 2.904
C -0.135 -3.165 2.103
C 0.691 -4.488 2.260
N 1.786 -4.371 3.173
C 2.801 -5.484 3.094
C 2.340 -6.891 3.404
O 1.499 -7.481 2.400
C 0.999 -8.733 2.812
H -2.303 -1.915 1.758
H -1.645 -1.171 3.231
H -3.131 -2.036 3.258
H 0.521 -2.368 2.453
H -0.353 -3.001 1.048
H 1.035 -4.829 1.283
H 0.087 -5.346 2.554
H 2.270 -3.485 3.198
H 3.667 -5.175 3.679
H 3.204 -5.549 2.083
H 2.004 -6.969 4.438
H 3.209 -7.547 3.473
H 0.142 -8.622 3.476
H 1.705 -9.398 3.309
H 0.607 -9.255 1.939
C -3.532 -3.080 -1.267
C -2.048 -3.375 -1.078
O -1.446 -3.839 -2.289
H -3.781 -2.260 -1.940
H -4.015 -2.829 -0.322
H -3.981 -3.969 -1.709
H -1.856 -4.113 -0.299
H -1.541 -2.458 -0.778
H -1.888 -4.658 -2.525
C 2.526 -0.210 1.800
C 3.175 -1.541 1.421
O 3.425 -2.142 2.655
H 1.646 -0.271 2.440
H 2.230 0.371 0.927
H 3.226 0.528 2.192
H 4.075 -1.306 0.853
H 2.573 -2.239 0.839
H 4.341 -2.032 2.921
C -2.025 -0.069 -4.189
C -2.801 0.991 -3.414
O -3.717 0.479 -2.527
H -1.181 -0.528 -3.675
H -1.557 0.343 -5.084
H -2.720 -0.823 -4.558
H -3.311 1.642 -4.125
H -2.130 1.565 -2.775
H -3.235 0.291 -1.719
C -3.033 3.783 -0.901
C -2.352 3.823 0.447
O -1.586 5.017 0.322
H -2.417 3.752 -1.800
H -3.706 4.609 -1.135
H -3.690 2.914 -0.930
H -1.752 2.924 0.588
H -3.050 3.816 1.284
H -1.699 5.518 1.133
C 0.192 0.343 -1.475
C -0.494 0.614 -0.146
O -1.861 0.478 -0.296
H -0.107 0.959 -2.323
H 0.084 -0.713 -1.724
H 1.267 0.439 -1.327
H -0.187 1.610 0.174
H -0.186 -0.124 0.595
H -2.314 0.756 0.503
C -5.088 0.547 0.591
C -4.586 0.968 1.984
O -3.166 0.874 1.997
H -6.108 0.184 0.715
H -4.558 -0.348 0.263
H -5.062 1.335 -0.162
H -4.955 0.287 2.751
H -4.915 1.974 2.243
H -2.849 1.069 2.882
C -0.030 5.096 -3.271
C 0.909 4.570 -2.204
O 0.805 5.448 -1.094
H 0.058 4.487 -4.171
H 0.206 6.107 -3.603
H -1.074 5.162 -2.964
H 1.964 4.545 -2.478
H 0.660 3.573 -1.839
H 0.015 5.195 -0.611
C 1.402 -3.196 -5.878
C 0.059 -2.917 -5.297
O 0.273 -2.517 -3.920
H 1.312 -3.420 -6.941
H 1.876 -4.024 -5.352
H 2.090 -2.367 -5.711
H -0.557 -3.816 -5.323
H -0.486 -2.113 -5.793
H -0.338 -2.933 -3.308

Forces on atoms 1 to 2 (eV/Å):
-1.263 -0.137 0.201
0.950 0.833 -0.567

Computed properties:
Total charge ... 0
Orbital gap ... 8.2 eV
Energy ... -69893.595 eV
ΔE to the lowest compared entry with this formula, charge and spin ... 20.0 kcal/mol

***

(3)
Below is 14 unconnected molecules or ions with the total composition H28O14 at a distorted geometry, with properties calculated with the ωB97M-V functional and the def2-TZVPD basis.

Cartesian coordinates (Å):
H 0.768 -0.656 0.293
H -0.522 0.045 0.083
H 1.715 0.604 3.365
H 3.275 0.937 3.578
H -2.080 -3.823 -1.521
H -2.614 -5.300 -1.583
H -5.643 -0.053 0.542
H -4.454 -0.374 1.427
H -1.320 -1.847 2.419
H -2.584 -1.380 2.925
H 5.119 -0.295 -0.489
H 5.962 0.501 0.468
H 2.387 -1.778 -0.672
H 1.931 -2.460 -1.935
H -3.328 -2.227 -1.243
H -2.873 -1.268 -2.347
H -2.883 3.467 0.190
H -1.932 3.885 1.429
H 0.545 1.832 -1.046
H 1.153 2.661 -2.264
H 2.471 -2.869 1.681
H 3.944 -3.322 1.387
H 3.145 -0.487 -2.713
H 2.722 -0.078 -1.272
H -3.424 1.013 -0.561
H -4.058 2.146 -1.229
H 1.681 3.862 -0.591
H 1.909 5.220 -1.379
O 0.043 -0.221 0.774
O 2.449 1.031 2.963
O -2.712 -4.469 -1.100
O -5.124 0.300 1.274
O -1.747 -1.020 2.580
O 5.149 -0.023 0.498
O 1.828 -1.709 -1.431
O -2.653 -2.007 -1.806
O -2.816 4.053 1.055
O 0.486 2.643 -1.534
O 3.364 -2.630 1.686
O 3.232 0.160 -1.965
O -4.232 1.600 -0.514
O 1.719 4.334 -1.422

Forces on atoms 1 to 2 (eV/Å):
-0.346 0.191 0.261
-1.361 0.421 -1.173

Computed properties:
Total charge ... 0
Orbital gap ... 9.9 eV
Energy ... -29115.758 eV
ΔE to the lowest compared entry with this formula, charge and spin ... 135.9 kcal/mol

***

(4)
Below is 2 unconnected molecules or ions with the total composition C2H7S2, with properties calculated with the ωB97M-V functional and the def2-TZVPD basis.

Cartesian coordinates (Å):
S 2.136 -0.406 -1.768
H 2.161 -0.882 -3.046
C -0.211 0.637 1.326
C -1.002 -0.338 0.442
S -1.106 0.294 -1.272
H -0.716 1.600 1.406
H 0.733 0.776 0.815
H 0.047 0.216 2.315
H -0.400 -1.264 0.384
H -1.990 -0.614 0.869
H 0.348 -0.019 -1.471

Forces on atoms 1 to 2 (eV/Å):
0.530 -0.243 -0.308
-0.197 0.188 0.537

Computed properties:
Total charge ... -1
Orbital gap ... 7.0 eV
Energy ... -23859.022 eV
ΔE to the lowest compared entry with this formula, charge and spin ... 4.5 kcal/mol

***

(5)
Below is 2 unconnected molecules or ions with the total composition C6H10OS at a distorted geometry, with properties calculated with the ωB97M-V functional and the def2-TZVPD basis.

Cartesian coordinates (Å):
C -1.248 1.104 0.448
C -0.239 0.650 -0.265
C -2.983 0.418 -0.489
C 2.112 -1.440 -0.220
C 1.208 0.929 0.038
C 1.886 -0.288 0.760
O -5.198 -0.801 -0.246
S -4.052 -0.289 0.538
H -1.668 1.716 1.179
H -0.485 0.029 -1.197
H -2.848 0.319 -1.590
H 2.836 -1.103 -0.998
H 2.445 -2.323 0.226
H 1.041 -1.548 -0.540
H 1.382 1.856 0.582
H 1.781 1.179 -0.924
H 2.895 0.124 1.194
H 1.134 -0.533 1.505

Forces on atoms 1 to 2 (eV/Å):
-3.943 -2.753 -3.951
-0.030 0.105 -0.804

Computed properties:
Total charge ... 0
Orbital gap (spin up / spin down) ... 9.1 / 9.1 eV
Energy ... -19261.790 eV
ΔE to the lowest compared entry with this formula, charge and spin ... 120.8 kcal/mol

***

(6)
Below is C18H22N6O in the gas phase at a distorted geometry, with properties calculated with the ωB97M-V functional and the def2-TZVPD basis.

Cartesian coordinates (Å):
C 4.571 2.174 1.203
C 3.917 3.100 0.211
N 4.290 4.351 0.014
N 3.551 4.887 -1.016
C 2.756 3.968 -1.503
N 1.732 4.131 -2.436
C 0.919 3.033 -2.730
C 1.078 1.802 -2.062
C 0.255 0.655 -2.443
C -0.363 0.483 -3.718
N -1.060 -0.608 -4.087
C -1.142 -1.533 -3.097
C -0.636 -1.373 -1.801
N -0.863 -2.333 -0.755
C -1.636 -3.597 -1.048
C -0.361 -2.178 0.638
C -1.529 -1.948 1.671
C -0.929 -1.737 3.083
C -2.020 -1.414 4.118
O -2.845 -0.316 3.675
C -3.534 -0.509 2.432
C -2.481 -0.760 1.289
N 0.073 -0.282 -1.467
C 2.123 1.691 -0.986
C 2.899 2.792 -0.744
H 3.923 1.958 2.033
H 5.486 2.656 1.579
H 4.848 1.243 0.747
H 1.597 4.981 -2.991
H 0.173 3.141 -3.512
H -0.203 1.183 -4.543
H -1.610 -2.478 -3.359
H -1.465 -4.031 -2.048
H -2.714 -3.381 -0.927
H -1.423 -4.396 -0.329
H 0.145 -3.107 0.854
H 0.358 -1.350 0.708
H -2.149 -2.837 1.729
H -0.359 -2.629 3.380
H -0.191 -0.961 3.054
H -1.563 -1.251 5.083
H -2.698 -2.274 4.253
H -4.133 0.406 2.228
H -4.242 -1.339 2.508
H -2.932 -0.944 0.306
H -1.872 0.143 1.177
H 2.260 0.782 -0.369

Forces on atoms 1 to 2 (eV/Å):
0.271 1.184 -0.279
0.653 0.350 -0.043

Computed properties:
Total charge ... 0
Orbital gap ... 7.6 eV
Energy ... -30009.096 eV
ΔE to the lowest compared entry with this formula, charge and spin ... 86.8 kcal/mol